# 1
{"formula": "C8H7N6O4", "method": "ωB97M-V with the def2-TZVPD basis set", "symbols": ["C", "C", "O", "C", "O", "N", "H", "H", "H", "H", "O", "N", "C", "C", "N", "N", "N", "N", "C", "C", "C", "O", "H", "H", "H"], "xyz": [[-1.530, -0.317, 1.428], [-1.311, 1.180, 1.294], [0.117, 1.370, 1.266], [0.736, 0.137, 1.507], [1.951, 0.055, 1.562], [-0.223, -0.818, 1.661], [-2.207, -0.574, 2.257], [-1.933, -0.745, 0.495], [-1.743, 1.583, 0.375], [-1.721, 1.705, 2.173], [1.342, -1.688, 5.029], [0.526, -2.620, 5.230], [0.192, -3.427, 4.094], [0.670, -3.021, 2.860], [0.562, -3.895, 1.827], [1.061, -3.741, 0.561], [0.715, -4.807, -0.104], [-0.012, -5.680, 0.667], [-0.102, -5.110, 1.890], [-0.697, -5.473, 3.126], [-0.514, -4.659, 4.220], [0.046, -2.873, 6.365], [1.109, -2.058, 2.619], [-1.262, -6.398, 3.102], [-0.865, -4.908, 5.218]], "lowdin_charge": [-0.277, -0.188, -0.048, -0.639, -0.005, -0.006, 0.093, 0.092, 0.101, 0.106, 0.065, -0.316, -0.134, 0.066, -0.022, 0.071, -0.040, 0.033, -0.288, -0.012, 0.003, 0.025, 0.100, 0.107, 0.114], "lumo_energy_ev": 1.84, "total_energy_ha": -938.465332, "total_charge": -1, "gap_ev": 5.87}

***

# 2
{"formula": "C14H36N2O6", "method": "ωB97M-V with the def2-TZVPD basis set", "symbols": ["C", "O", "C", "C", "N", "C", "C", "O", "C", "H", "H", "H", "H", "H", "H", "H", "H", "H", "H", "H", "H", "H", "H", "H", "C", "O", "C", "C", "N", "C", "C", "O", "C", "H", "H", "H", "H", "H", "H", "H", "H", "H", "H", "H", "H", "H", "H", "H", "C", "C", "O", "O", "H", "H", "H", "H", "H", "H"], "xyz": [[1.077, 5.338, -3.134], [2.165, 5.254, -2.262], [2.930, 4.068, -2.348], [4.395, 4.494, -2.346], [4.891, 5.171, -1.131], [4.533, 4.432, 0.090], [5.192, 5.065, 1.290], [5.135, 4.123, 2.349], [5.710, 4.579, 3.581], [0.330, 4.544, -2.994], [1.316, 5.310, -4.206], [0.586, 6.288, -2.913], [2.804, 3.504, -3.280], [2.684, 3.309, -1.601], [4.495, 5.218, -3.158], [5.100, 3.694, -2.579], [4.370, 6.045, -1.101], [4.824, 3.383, 0.001], [3.445, 4.436, 0.226], [4.603, 5.946, 1.575], [6.218, 5.367, 1.072], [6.130, 5.579, 3.502], [6.457, 3.853, 3.900], [4.877, 4.526, 4.285], [-2.936, -4.751, -1.991], [-3.296, -3.629, -1.252], [-2.373, -3.275, -0.246], [-2.215, -4.390, 0.789], [-3.502, -4.709, 1.402], [-3.568, -6.098, 1.902], [-4.600, -6.277, 2.977], [-5.906, -6.182, 2.389], [-6.859, -6.424, 3.397], [-1.928, -4.720, -2.418], [-3.660, -4.934, -2.781], [-2.929, -5.691, -1.420], [-2.778, -2.435, 0.323], [-1.439, -2.922, -0.694], [-1.616, -3.953, 1.607], [-1.588, -5.243, 0.494], [-4.157, -4.655, 0.620], [-2.598, -6.237, 2.396], [-3.624, -6.784, 1.054], [-4.549, -5.503, 3.749], [-4.459, -7.211, 3.532], [-6.745, -7.432, 3.806], [-7.848, -6.383, 2.932], [-6.935, -5.710, 4.224], [-0.425, 1.074, -0.805], [0.048, 1.994, -1.899], [0.837, 1.330, -2.897], [-0.594, -0.253, -1.279], [-1.322, 1.482, -0.337], [0.345, 1.032, -0.033], [0.598, 2.879, -1.573], [-0.788, 2.481, -2.431], [0.632, 0.389, -2.751], [-1.491, -0.385, -1.605]], "lowdin_charge": [-0.115, -0.179, -0.243, -0.200, -0.060, -0.220, -0.240, -0.205, -0.092, 0.068, 0.094, 0.091, 0.124, 0.101, 0.118, 0.116, 0.104, 0.129, 0.115, 0.125, 0.123, 0.082, 0.081, 0.083, -0.132, -0.187, -0.215, -0.246, -0.049, -0.202, -0.230, -0.177, -0.141, 0.093, 0.091, 0.079, 0.125, 0.116, 0.119, 0.111, 0.104, 0.119, 0.122, 0.123, 0.118, 0.085, 0.086, 0.088, -0.227, -0.255, -0.073, -0.069, 0.125, 0.125, 0.089, 0.112, 0.072, 0.100], "lumo_energy_ev": 0.61, "total_energy_ha": -1115.813981, "e_above_lowest_kj_mol": 53.0, "smiles": "COCCNCCOC.COCCNCCOC.OCCO", "gap_ev": 9.41}

***

# 3
{"formula": "C14H46BO14", "method": "ωB97M-V with the def2-TZVPD basis set", "symbols": ["B", "H", "H", "H", "H", "C", "C", "O", "O", "H", "H", "H", "H", "H", "H", "C", "C", "O", "O", "H", "H", "H", "H", "H", "H", "C", "C", "O", "O", "H", "H", "H", "H", "H", "H", "C", "C", "O", "O", "H", "H", "H", "H", "H", "H", "C", "C", "O", "O", "H", "H", "H", "H", "H", "H", "C", "C", "O", "O", "H", "H", "H", "H", "H", "H", "C", "C", "O", "O", "H", "H", "H", "H", "H", "H"], "xyz": [[0.883, 0.499, 0.499], [1.017, -0.467, 1.071], [1.694, 0.556, -0.309], [-0.175, 0.449, 0.057], [0.890, 1.394, 1.212], [-3.951, -0.749, -0.169], [-3.947, -1.977, 0.751], [-4.918, -2.898, 0.248], [-5.106, 0.083, -0.088], [-3.947, -1.116, -1.201], [-3.014, -0.200, -0.111], [-4.346, -1.668, 1.720], [-2.908, -2.309, 0.781], [-4.746, -3.777, 0.594], [-5.917, -0.425, -0.018], [-0.010, -4.572, 2.049], [0.216, -3.080, 2.070], [0.426, -2.624, 0.722], [-0.232, -5.110, 3.356], [0.898, -5.012, 1.621], [-0.787, -4.872, 1.341], [1.111, -2.805, 2.637], [-0.598, -2.479, 2.487], [0.493, -1.648, 0.823], [0.499, -5.722, 3.463], [1.713, 3.710, -0.914], [0.418, 4.199, -0.248], [-0.487, 3.114, -0.100], [2.559, 3.030, 0.011], [2.237, 4.609, -1.254], [1.578, 3.089, -1.801], [-0.091, 5.027, -0.747], [0.544, 4.585, 0.772], [0.009, 2.422, 0.367], [2.234, 2.116, 0.143], [3.575, -0.026, -4.216], [3.384, -0.480, -5.658], [4.007, -1.732, -5.857], [2.704, 1.065, -3.895], [4.597, 0.239, -3.948], [3.306, -0.884, -3.593], [3.745, 0.297, -6.332], [2.315, -0.587, -5.865], [3.585, -2.373, -5.279], [2.091, 0.845, -3.180], [-2.381, 1.858, 1.874], [-3.663, 1.894, 2.681], [-3.431, 2.059, 4.066], [-1.619, 0.684, 2.109], [-1.823, 2.785, 2.014], [-2.693, 1.916, 0.827], [-4.101, 0.891, 2.584], [-4.409, 2.625, 2.361], [-4.221, 2.172, 4.592], [-0.956, 0.567, 1.402], [2.994, -0.357, 3.885], [3.857, -0.077, 2.629], [3.422, -0.686, 1.412], [1.756, 0.360, 3.877], [3.422, 0.020, 4.818], [2.822, -1.424, 4.062], [4.871, -0.394, 2.875], [3.873, 1.006, 2.475], [2.592, -0.285, 1.052], [1.460, 0.374, 2.961], [-0.293, 0.588, -3.239], [-1.779, 0.451, -2.863], [-2.171, -0.882, -3.132], [0.548, -0.266, -2.460], [0.063, 1.626, -3.219], [-0.044, 0.328, -4.269], [-2.297, 1.145, -3.526], [-1.974, 0.765, -1.836], [-1.948, -1.543, -2.474], [0.577, 0.067, -1.548]], "lowdin_charge": [-0.355, -0.007, 0.043, 0.027, 0.039, -0.238, -0.215, -0.075, -0.064, 0.106, 0.091, 0.116, 0.117, 0.078, 0.080, -0.249, -0.239, -0.106, -0.067, 0.119, 0.114, 0.113, 0.122, 0.006, 0.072, -0.224, -0.223, -0.112, -0.092, 0.110, 0.108, 0.110, 0.120, -0.003, 0.011, -0.230, -0.255, -0.073, -0.088, 0.117, 0.118, 0.119, 0.115, 0.083, 0.035, -0.255, -0.244, -0.069, -0.071, 0.114, 0.107, 0.105, 0.119, 0.070, -0.004, -0.235, -0.228, -0.094, -0.077, 0.109, 0.102, 0.108, 0.119, 0.004, 0.028, -0.232, -0.218, -0.068, -0.098, 0.108, 0.116, 0.119, 0.101, 0.084, 0.008], "lumo_energy_ev": 2.51, "total_energy_ha": -1639.085328, "total_charge": -1, "e_above_lowest_kj_mol": 158.2, "gap_ev": 9.57}